Molecular formula: C25H31N5OS2Ta
Method: DFT, wB97M-V/def2-TZVPD

Positions of all 65 atoms, in Å:
Ta: -0.090 -0.228 -0.218
C: 1.310 -0.952 4.373
C: 1.230 -0.363 3.008
N: 0.250 -0.772 2.229
N: -0.627 -1.633 2.711
C: -1.638 -2.064 2.052
S: -2.042 -1.579 0.365
S: -2.784 -3.165 2.683
C: -2.123 -3.615 4.320
C: -0.999 -4.610 4.320
C: -0.516 -5.034 5.569
C: 0.487 -5.979 5.647
C: 1.035 -6.512 4.484
C: 0.563 -6.089 3.240
C: -0.443 -5.144 3.161
C: 2.194 0.619 2.561
C: 3.073 1.230 3.474
C: 4.037 2.132 3.064
C: 4.169 2.452 1.717
C: 3.311 1.890 0.787
C: 2.313 1.000 1.188
O: 1.456 0.516 0.295
H: 0.991 -1.992 4.334
H: 0.628 -0.430 5.046
H: 2.311 -0.897 4.783
H: -2.987 -4.048 4.837
H: -1.839 -2.702 4.846
H: -0.944 -4.627 6.473
H: 0.843 -6.311 6.610
H: 1.821 -7.250 4.540
H: 0.976 -6.510 2.336
H: -0.810 -4.842 2.191
H: 2.989 1.012 4.527
H: 4.695 2.580 3.794
H: 4.939 3.134 1.390
H: 3.392 2.126 -0.265
C: -3.082 4.323 0.187
C: -2.452 3.712 1.263
C: -1.695 2.575 1.040
N: -1.551 2.047 -0.178
C: -2.148 2.631 -1.215
C: -2.923 3.772 -1.075
H: -3.680 5.211 0.330
H: -2.550 4.111 2.260
H: -1.188 2.075 1.859
H: -2.007 2.175 -2.186
H: -3.393 4.216 -1.937
C: -0.830 -1.325 -4.857
C: 0.541 -1.616 -4.256
C: 1.650 -1.095 -5.180
C: 0.714 -3.110 -3.998
N: 0.685 -0.937 -2.922
N: 0.315 0.462 -2.880
H: -0.990 -1.984 -5.707
H: -0.906 -0.309 -5.243
H: -1.629 -1.514 -4.142
H: 1.569 -1.574 -6.152
H: 2.640 -1.324 -4.793
H: 1.570 -0.021 -5.344
H: 0.733 -3.649 -4.940
H: -0.109 -3.502 -3.406
H: 1.650 -3.324 -3.489
H: 1.679 -1.004 -2.686
H: -0.546 0.548 -3.428
H: 1.010 1.045 -3.363

Calculated values
Frontier orbital gap (eV): 3.408
Net charge: +3
F_max (eV/A): 3.95
Highest occupied orbital energy (eV): -15.29


Molecular formula: C25H31N7OSTe4Ti
Method: DFT, wB97M-V/def2-TZVPD

Positions of all 70 atoms, in Å:
Ti: 1.792 -0.791 -0.383
C: 3.440 -0.162 -3.447
C: 2.526 -0.913 -2.551
N: 1.301 -0.489 -2.243
N: 1.020 0.842 -2.549
C: -0.099 1.270 -2.007
O: -0.811 0.570 -1.189
C: -0.461 2.657 -2.342
C: 0.168 3.292 -3.411
C: -0.179 4.582 -3.757
C: -1.152 5.256 -3.036
C: -1.774 4.635 -1.967
C: -1.439 3.341 -1.623
C: 2.803 -2.287 -2.186
C: 3.624 -3.139 -2.911
C: 3.892 -4.407 -2.420
C: 3.345 -4.792 -1.184
C: 2.537 -3.919 -0.508
N: 2.241 -2.675 -0.976
H: 3.361 0.912 -3.243
H: 4.474 -0.503 -3.364
H: 3.147 -0.285 -4.496
H: 0.931 2.759 -3.967
H: 0.310 5.062 -4.592
H: -1.419 6.268 -3.302
H: -2.527 5.159 -1.398
H: -1.940 2.872 -0.786
H: 4.016 -2.796 -3.863
H: 4.512 -5.087 -2.976
H: 3.559 -5.754 -0.748
H: 2.143 -4.152 0.485
Te: 3.989 -0.010 -0.874
Te: 4.352 -0.982 3.710
Te: 5.576 -1.216 6.026
Te: 3.189 -0.754 1.507
N: 0.490 2.961 2.386
C: 0.288 1.972 1.494
S: 1.652 1.292 0.680
N: -0.947 1.419 1.287
C: -2.100 1.630 2.052
C: -2.054 1.738 3.444
C: -3.226 1.937 4.150
C: -4.447 1.999 3.496
C: -4.499 1.812 2.124
C: -3.336 1.623 1.403
H: 1.430 3.203 2.657
H: -0.261 3.315 2.955
H: -1.121 1.184 0.269
H: -1.118 1.642 3.978
H: -3.175 2.039 5.223
H: -5.352 2.185 4.054
H: -5.448 1.818 1.609
H: -3.381 1.488 0.330
N: -2.462 -3.028 1.445
C: -2.372 -2.313 0.136
C: -0.909 -2.202 -0.308
N: -0.087 -1.573 0.708
C: -0.190 -2.259 1.992
C: -1.633 -2.356 2.488
H: -2.120 -3.992 1.330
H: -3.440 -3.074 1.753
H: -2.808 -1.316 0.264
H: -2.954 -2.851 -0.613
H: -0.889 -1.578 -1.214
H: -0.506 -3.195 -0.558
H: -0.427 -0.602 0.820
H: 0.421 -1.728 2.749
H: 0.250 -3.265 1.895
H: -2.056 -1.363 2.673
H: -1.661 -2.925 3.419

Calculated values
Frontier orbital gap (spin up / spin down) (eV): 3.421 / 3.410
Net charge: 0
F_max (eV/A): 6.05
Highest occupied orbital energy (spin up / spin down) (eV): -4.87 / -4.86


Number 1: electronic energy -2172.598117 Eh. Number 2: electronic energy -3749.272883 Eh.